Molecular formula: C5H9N3
Method: DFT, the ωB97M-V functional and the def2-TZVPD basis

Positions of all 17 atoms, in Å:
C 0.82 0.62 -1.26
C -0.15 1.71 -0.61
C -0.60 -0.79 0.92
C 0.88 -0.53 0.82
C -0.48 -1.34 -0.49
H 0.45 0.42 -2.27
H 1.88 1.08 -1.36
H 0.25 2.75 -0.90
H -1.73 0.68 1.88
H -1.07 -1.43 1.73
H 1.36 0.28 1.41
H 1.53 -1.45 1.15
H -0.28 -2.44 -0.55
H -1.30 -1.03 -1.23
N -0.95 1.58 0.36
N -1.40 0.50 1.00
N 0.79 -0.63 -0.62

Calculated values
- HOMO level (eV) = -8.2
- ΔE to the lowest compared entry with this formula, charge and spin (kJ/mol) = 364.3
- M (g/mol) = 111.1
- Kohn-Sham gap (eV) = 9.23
- electronic energy (eV) = -9797.691

Atomic partial charges in e from the Mulliken method, atoms 1 to 2: C -0.564; C 0.054

Molecular formula: C12H47N3O10
Method: DFT, the ωB97M-V functional and the def2-TZVPD basis

Positions of all 72 atoms, in Å:
C 9.62 4.59 12.70
C 8.52 5.05 11.80
C 7.58 5.94 12.56
O 6.60 6.51 11.74
C 5.63 7.12 12.62
N 9.02 5.60 10.60
H 10.25 3.95 12.12
H 9.28 3.99 13.54
H 10.20 5.43 13.10
H 7.87 4.21 11.53
H 8.16 6.74 13.01
H 7.23 5.29 13.35
H 5.31 6.46 13.43
H 4.72 7.33 12.05
H 5.97 8.05 13.06
H 9.52 6.46 10.86
H 8.27 5.91 9.98
C 13.48 10.08 7.91
C 13.70 8.51 8.04
C 15.10 8.35 8.59
O 15.35 7.01 8.86
C 16.56 6.88 9.53
N 12.73 8.03 9.06
H 14.37 10.56 7.59
H 13.03 10.55 8.83
H 12.90 10.33 7.08
H 13.54 7.94 7.11
H 15.06 8.92 9.52
H 15.88 8.73 7.88
H 17.40 7.34 8.88
H 16.74 5.88 9.63
H 16.52 7.37 10.51
H 11.80 8.30 8.77
H 12.76 7.03 9.17
C 11.37 6.06 6.59
C 10.19 5.12 6.83
C 8.94 5.51 6.09
O 8.47 6.71 6.58
C 7.59 7.36 5.70
N 10.53 3.71 6.53
H 12.23 5.85 7.22
H 11.00 7.05 6.88
H 11.73 6.09 5.55
H 9.94 5.01 7.91
H 8.13 4.74 6.24
H 9.15 5.59 5.01
H 8.05 8.02 4.96
H 6.85 7.89 6.30
H 7.04 6.60 5.08
H 9.62 3.24 6.49
H 10.88 3.74 5.59
O 10.35 9.56 8.09
H 9.51 9.38 8.59
H 10.70 10.37 8.48
O 7.88 8.62 8.89
H 8.19 7.88 8.32
H 7.65 8.13 9.71
O 10.03 8.34 12.04
H 10.42 9.22 11.97
H 10.75 7.81 12.39
O 13.21 5.17 10.54
H 13.99 5.16 9.98
H 12.59 4.50 10.15
O 12.42 6.77 12.60
H 12.78 6.19 11.95
H 12.82 6.52 13.42
O 12.73 9.73 11.39
H 12.77 9.06 10.69
H 12.92 9.30 12.28
O 11.23 3.41 9.49
H 11.13 3.44 8.53
H 10.57 4.04 9.81

Calculated values
- HOMO level (eV) = -9.1
- ΔE to the lowest compared entry with this formula, charge and spin (kJ/mol) = 1.5
- M (g/mol) = 393.5
- Kohn-Sham gap (eV) = 9.78
- electronic energy (eV) = -38151.412

Atomic partial charges in e from the Mulliken method, atoms 1 to 2: C -1.583; C 0.275

Molecular formula: C5H10N2O2
Method: DFT, the ωB97M-V functional and the def2-TZVPD basis

Positions of all 19 atoms, in Å:
C -0.94 0.58 0.30
C -1.85 -0.34 -0.68
C 0.34 -1.03 -0.73
C 1.51 -0.75 0.19
C 0.18 -0.25 0.61
H -1.25 3.21 1.00
H 0.83 1.89 0.26
H -1.51 0.48 1.33
H -2.25 0.34 -1.55
H -3.03 -0.70 -0.45
H 0.67 -0.36 -1.63
H 2.03 -1.48 1.01
H 2.82 0.91 0.30
H 2.99 0.20 -1.42
H -0.87 -2.08 1.19
N -0.80 2.01 0.05
N 2.37 0.33 -0.46
O -0.91 -1.60 -0.94
O -0.32 -1.36 1.62

Calculated values
- HOMO level (eV) = -8.8
- ΔE to the lowest compared entry with this formula, charge and spin (kJ/mol) = 1405.8
- M (g/mol) = 130.1
- Kohn-Sham gap (eV) = 8.50
- electronic energy (eV) = -12408.902

Atomic partial charges in e from the Mulliken method, atoms 1 to 2: C 0.572; C -0.584

Molecular formula: C30H54ClF10NO6PS2
Method: DFT, the ωB97M-V functional and the def2-TZVPD basis

Positions of all 105 atoms, in Å:
C 5.71 -2.83 1.02
C 5.79 -1.40 0.36
C 4.70 -0.80 -0.60
C 3.16 -1.20 -0.59
C 2.80 -2.75 -0.73
C 3.82 -3.71 -1.46
O 4.73 -3.43 -2.23
F 3.61 -5.12 -1.22
C 2.37 -0.65 0.73
C 2.95 -1.12 2.14
C 3.91 0.03 2.79
C 3.10 0.94 3.83
F 1.78 1.28 3.37
F 2.84 0.05 4.95
C 3.90 2.16 4.46
F 4.92 1.65 5.32
F 3.00 2.83 5.34
S 4.61 3.42 3.29
F 3.62 3.02 2.02
F 5.86 2.45 2.79
F 5.53 4.02 4.57
F 3.40 4.51 3.78
F 5.24 4.63 2.34
C 0.79 -0.87 0.71
C 0.22 -2.25 1.26
C -1.39 -2.20 1.52
C -1.88 -3.75 1.41
Cl -2.64 -4.10 -0.22
C 0.17 -0.71 -0.80
C 1.23 0.17 -1.59
C 0.50 0.63 -2.98
C -0.65 1.72 -2.54
C -2.14 1.13 -2.63
P -3.11 2.05 -1.27
O -2.62 3.52 -1.16
O -4.78 2.14 -1.57
C -5.30 0.96 -2.25
C -5.21 -0.28 -1.21
O -2.70 1.31 0.21
C -3.20 2.06 1.35
C -3.27 1.12 2.67
N 2.60 -0.39 -1.77
S 2.65 -1.24 -3.32
H 6.11 -2.76 2.10
H 6.45 -3.54 0.48
H 4.71 -3.37 1.08
H 6.79 -1.38 -0.23
H 5.99 -0.64 1.21
H 5.07 -0.93 -1.69
H 4.73 0.35 -0.44
H 2.68 -3.16 0.35
H 1.77 -2.93 -1.21
H 2.58 0.49 0.73
H 3.39 -2.17 2.20
H 2.06 -1.13 2.89
H 4.77 -0.44 3.37
H 4.36 0.63 1.93
H 0.31 -0.02 1.32
H 0.67 -2.63 2.23
H 0.36 -3.09 0.47
H -1.63 -1.86 2.60
H -1.90 -1.55 0.74
H -0.95 -4.42 1.52
H -2.60 -4.04 2.25
H -0.05 -1.74 -1.28
H -0.85 -0.21 -0.65
H 1.35 1.18 -1.03
H -0.06 -0.22 -3.50
H 1.20 1.23 -3.67
H -0.58 2.62 -3.25
H -0.50 2.11 -1.48
H -2.14 0.01 -2.39
H -2.65 1.30 -3.65
H -6.43 1.17 -2.43
H -4.80 0.77 -3.25
H -4.94 0.06 -0.15
H -4.46 -1.02 -1.65
H -6.27 -0.73 -1.12
H -4.27 2.41 1.16
H -2.58 2.97 1.64
H -4.20 1.34 3.30
H -3.37 0.02 2.32
H -2.36 1.23 3.36
H 3.22 0.44 -1.93
H 3.36 -0.51 -4.26
C -5.32 -5.36 -4.80
C -4.62 -5.35 -3.46
O -3.99 -4.38 -3.08
C -4.72 -6.60 -2.63
H -5.17 -4.40 -5.29
H -4.92 -6.15 -5.43
H -6.39 -5.50 -4.65
H -4.28 -7.44 -3.16
H -5.76 -6.80 -2.38
H -4.16 -6.45 -1.70
C -1.85 8.25 1.06
C -2.78 7.06 0.95
O -3.19 6.50 1.94
C -3.17 6.62 -0.43
H -1.65 8.46 2.11
H -0.90 8.02 0.56
H -2.31 9.13 0.60
H -2.28 6.32 -0.99
H -3.69 7.42 -0.95
H -3.84 5.76 -0.36

Calculated values
- total charge = +1
- HOMO level (eV) = -10.6
- M (g/mol) = 845.3
- Kohn-Sham gap (eV) = 7.07
- electronic energy (eV) = -116404.235

Atomic partial charges in e from the Mulliken method, atoms 1 to 2: C -1.137; C -0.558

Question: electronic energy of number 1 (C5H9N3)?
Answer: -9797.691 eV